103
Properties=species:S:1:pos:R:3:forces:R:3:lowdin_charge:R:1 method="wB97M-V/def2-TZVPD" lumo_energy_ev=1.891 max_force_ev_per_a=1.03 spin_multiplicity=1 total_charge=-1 e_above_lowest_kj_mol=120.6
Na -0.975633 1.219904 0.486151 0.1 -1.0 0.0 0.243
C 3.481388 -2.045032 -3.462885 0.0 0.0 0.0 -0.086
C 2.940487 -1.253448 -2.272418 0.0 0.0 -0.1 -0.384
C 4.074216 -0.567998 -1.509205 0.1 0.0 -0.1 -0.079
C 2.128547 -2.131309 -1.363951 0.1 0.0 -0.1 -0.287
C 2.402528 -3.461235 -1.001095 0.0 0.0 0.0 0.014
C 1.374373 -3.826218 -0.161920 0.0 0.0 0.0 -0.216
C 1.315538 -5.155357 0.546482 0.0 0.0 0.0 -0.352
C 0.144898 -6.077209 0.190833 0.0 0.0 0.0 -0.068
C 1.444402 -4.978386 2.056172 0.0 0.0 0.0 -0.055
N 0.548195 -2.751758 -0.034567 -0.1 -0.1 -0.1 0.048
N 1.013757 -1.717247 -0.787685 0.0 0.1 0.1 0.139
B -0.873420 -2.709122 0.599035 0.0 0.0 0.1 -0.464
N -1.915930 -2.199713 -0.441077 0.1 0.0 0.0 0.048
N -1.877275 -0.957892 -0.996532 -0.1 0.1 0.2 0.141
C -2.826299 -0.928262 -1.917636 0.0 0.0 -0.1 -0.285
C -3.501872 -2.159001 -1.981294 0.0 0.0 0.0 0.022
C -2.884370 -2.943988 -1.031735 0.0 0.0 0.0 -0.207
C -3.207521 -4.362406 -0.656515 0.0 0.0 0.0 -0.363
C -4.031833 -5.051952 -1.739868 0.0 0.0 0.0 -0.080
C -3.939996 -4.409491 0.684135 0.0 0.0 0.0 -0.052
C -3.048135 0.282170 -2.774860 0.0 0.0 0.0 -0.378
C -2.970763 -0.076141 -4.259094 0.0 0.0 0.0 -0.070
C -4.373156 0.971126 -2.446004 0.0 0.0 0.0 -0.062
N -0.976452 -1.908569 1.937658 -0.1 0.0 -0.1 0.057
N -0.903082 -0.558276 1.912656 0.1 0.1 0.2 0.105
C -1.193239 -0.118001 3.127731 0.0 0.0 0.1 -0.264
C -1.463875 -1.199386 3.977315 0.0 0.0 0.0 0.024
C -1.327106 -2.321637 3.185495 0.0 0.0 0.0 -0.206
C -1.520556 -3.735365 3.664692 0.0 0.0 0.0 -0.369
C -0.489151 -4.080577 4.746919 0.0 0.0 0.0 -0.071
C -2.925360 -3.925126 4.247737 0.0 0.0 0.0 -0.066
C -1.251518 1.343082 3.478064 0.0 0.0 0.0 -0.358
C -2.676529 1.744464 3.865788 0.0 0.0 0.0 -0.057
C -0.268045 1.674676 4.600691 0.0 0.0 0.0 -0.049
H 4.015201 -1.384418 -4.150691 0.0 0.0 0.0 0.068
H 2.676872 -2.538639 -4.011106 0.0 0.0 0.0 0.076
H 4.184509 -2.815326 -3.135866 0.0 0.0 0.0 0.066
H 2.277719 -0.473909 -2.647476 0.1 -0.1 0.0 0.095
H 4.769462 -1.312925 -1.110163 0.0 -0.1 0.0 0.076
H 3.678595 0.016568 -0.677621 0.1 0.0 -0.2 0.029
H 4.636558 0.097647 -2.170758 0.0 0.0 0.0 0.070
H 3.234864 -4.081443 -1.293648 0.0 0.0 0.0 0.101
H 2.218385 -5.664721 0.195584 0.0 0.0 0.0 0.125
H -0.766244 -5.803830 0.722340 0.0 0.0 0.0 0.050
H 0.393227 -7.104710 0.469533 0.0 0.0 0.0 0.074
H -0.064966 -6.055813 -0.879834 0.0 0.0 0.0 0.084
H 0.615505 -4.380450 2.426319 0.1 0.0 0.0 0.036
H 2.368445 -4.456595 2.309924 0.0 0.0 0.0 0.090
H 1.431850 -5.942303 2.572533 0.0 0.0 0.0 0.084
H -1.160857 -3.834800 0.871100 0.0 0.0 0.0 0.090
H -4.306100 -2.442704 -2.639612 0.0 0.0 0.0 0.100
H -2.267656 -4.907902 -0.553175 0.0 0.0 0.0 0.102
H -5.003974 -4.567878 -1.858804 0.0 0.0 0.0 0.074
H -4.211780 -6.094589 -1.468824 0.0 0.0 0.0 0.074
H -3.521953 -5.028996 -2.703884 0.0 0.0 0.0 0.081
H -4.920450 -3.934721 0.593874 0.0 0.0 0.0 0.090
H -3.376788 -3.871258 1.443299 0.0 0.0 0.0 0.046
H -4.084808 -5.439522 1.021794 0.0 0.0 0.0 0.083
H -2.235771 0.969640 -2.541814 0.0 0.0 0.0 0.097
H -3.761642 -0.780013 -4.530904 0.0 0.0 0.0 0.071
H -2.014174 -0.543854 -4.497492 0.0 0.0 0.0 0.080
H -3.088147 0.814879 -4.881459 0.0 0.0 0.0 0.070
H -5.214007 0.300336 -2.641995 0.0 0.0 0.0 0.076
H -4.509825 1.869222 -3.054839 0.0 0.0 0.0 0.074
H -4.411251 1.258451 -1.394505 0.0 0.0 0.0 0.071
H -1.726401 -1.171657 5.022665 0.0 0.0 0.0 0.110
H -1.403347 -4.417930 2.822285 0.0 0.0 0.0 0.101
H -0.694219 -3.501172 5.649869 0.0 0.0 0.0 0.077
H 0.526890 -3.847150 4.433656 0.0 0.0 0.0 0.070
H -0.538299 -5.141247 5.005373 0.0 0.0 0.0 0.079
H -3.057952 -3.291139 5.126733 0.0 0.0 0.0 0.074
H -3.073351 -4.963208 4.556034 0.0 0.0 0.0 0.078
H -3.703515 -3.664210 3.532234 0.0 0.0 0.0 0.066
H -0.956645 1.945149 2.614603 0.1 0.0 0.1 0.106
H -3.010014 1.183206 4.742547 0.0 0.0 0.0 0.075
H -3.376384 1.546368 3.052387 0.0 0.0 0.0 0.078
H -2.721247 2.809173 4.102983 0.0 0.0 0.0 0.079
H -0.496959 1.092297 5.497452 0.0 0.0 0.0 0.075
H -0.316523 2.735154 4.852462 0.0 0.0 0.0 0.083
H 0.754191 1.451278 4.299368 0.0 0.0 0.0 0.070
N 1.117000 1.347656 -1.836714 0.0 0.0 -0.1 0.087
N 0.620758 2.442828 -2.554089 -0.1 0.0 0.0 0.012
C -0.453343 3.160126 -2.207773 0.1 -0.1 0.1 -0.377
N -0.695320 4.305652 -2.875313 -0.1 0.0 0.1 0.190
N -1.193712 2.596547 -1.259765 -0.3 0.4 -0.3 0.108
N -2.192807 3.279330 -0.664573 0.1 0.2 -0.1 -0.394
O -2.720543 2.672060 0.261871 -0.3 0.3 -0.1 0.032
O -2.542409 4.412013 -0.998374 0.0 -0.1 -0.1 0.032
H 1.252851 1.621135 -0.856865 0.0 0.0 0.0 0.055
H 0.462232 0.567770 -1.866644 0.0 0.0 0.0 0.070
H 1.206742 2.771191 -3.301976 0.0 0.0 0.0 0.140
H 0.079094 4.743740 -3.343462 0.0 0.0 0.0 0.109
H -1.406703 4.891919 -2.461029 0.0 0.0 0.0 0.083
N 2.718699 0.562961 1.051272 -0.2 0.2 0.4 -0.005
C 2.803709 1.730051 1.921596 0.0 0.0 0.0 -0.188
C 1.690336 2.762332 1.665869 0.1 0.1 -0.1 -0.673
O 1.775935 3.835944 2.266727 -0.1 -0.1 0.0 -0.021
O 0.777161 2.413718 0.848775 0.1 0.1 0.1 -0.124
H 1.758599 0.240305 0.983632 0.0 0.0 0.0 0.047
H 3.264753 -0.208595 1.414129 0.0 0.0 0.1 0.074
H 3.753650 2.244385 1.756245 0.0 0.0 0.0 0.107
H 2.763183 1.500477 2.994269 0.0 0.0 0.0 0.096